[1]
The following is a quantum chemistry calculation of a structure of composition C30H32N9V at a distorted geometry, from the Open Molecules 2025 dataset.

```
72
Properties=species:S:1:pos:R:3:nbo_charge:R:1
V 0.27246 -1.20767 -0.08844 0.94
N 0.74786 -0.77757 -4.47914 -0.46
C 0.18436 -0.95317 -3.29604 0.36
N 0.85946 -0.95077 -2.16384 -0.56
C 2.21856 -0.70727 -2.21054 0.43
N 2.84276 -0.47397 -1.08224 -0.30
N 2.16296 -0.53837 0.02446 -0.19
C 2.71166 -0.35807 1.18196 0.11
C 1.87216 -0.67987 2.30366 0.11
C 2.31146 -0.66287 3.63196 -0.17
C 1.47806 -1.15537 4.62416 -0.08
C 0.22446 -1.63287 4.25596 -0.20
C -0.15614 -1.59067 2.91786 0.10
N 0.64146 -1.13497 1.95626 -0.43
C 2.91576 -0.71377 -3.46904 -0.16
C 4.31036 -0.73257 -3.61134 -0.12
C 4.87016 -0.72107 -4.87544 -0.15
C 4.06646 -0.63857 -6.01984 -0.09
C 2.68926 -0.61937 -5.90834 -0.23
C 2.11306 -0.69397 -4.64444 0.24
H 0.18176 -0.75057 -5.32554 0.47
H -0.89244 -1.09067 -3.26624 0.23
H 3.76066 -0.09207 1.28446 0.27
H 3.29926 -0.29567 3.86276 0.27
H 1.80636 -1.18667 5.65356 0.28
H -0.44604 -2.05157 4.99356 0.28
H -1.13124 -1.95557 2.61726 0.23
H 4.93136 -0.77687 -2.73094 0.26
H 5.94266 -0.78257 -4.98654 0.27
H 4.52356 -0.58747 -6.99694 0.27
H 2.06666 -0.56207 -6.78864 0.26
N -0.05134 0.63233 -0.03074 -0.44
C -0.13564 1.79433 0.13326 0.71
N -0.20444 3.05223 0.33166 -0.35
C -1.40864 3.84943 0.10186 -0.22
C -1.34894 5.16693 0.87026 -0.42
C -0.87944 4.92713 2.30606 -0.42
C 0.50256 4.26503 2.32246 -0.41
C 0.91256 3.77633 0.91916 -0.22
H -2.28584 3.25623 0.38106 0.22
H -1.48664 4.07923 -0.96924 0.25
H -2.34614 5.60603 0.85576 0.27
H -0.68134 5.88153 0.38716 0.23
H -1.60894 4.30513 2.82706 0.21
H -0.84534 5.88373 2.82946 0.27
H 0.50926 3.42543 3.01976 0.21
H 1.27246 4.97343 2.63236 0.26
H 1.79296 3.13353 0.97116 0.22
H 1.13256 4.64153 0.28636 0.25
N 0.32286 -3.81147 0.91166 -0.65
N 1.34376 -3.22517 0.08806 -0.62
H 0.70126 -4.40647 1.65216 0.41
H -0.29814 -4.41107 0.36626 0.39
H 1.64776 -3.85517 -0.67064 0.42
H 2.17766 -3.11107 0.67566 0.42
C -5.35404 -0.25507 1.89306 -0.14
C -4.19484 0.45273 2.22056 -0.12
C -2.98444 0.14913 1.62276 -0.15
C -2.87734 -0.89347 0.68166 -0.16
C -1.68194 -1.30317 0.06886 0.08
C -1.64924 -2.36657 -0.81694 -0.20
C -2.80344 -3.08817 -1.11834 -0.25
C -4.00084 -2.71517 -0.53524 0.02
C -4.07284 -1.63537 0.35956 0.00
C -5.29244 -1.28267 0.97656 -0.10
H -6.28944 -0.00687 2.37176 0.28
H -4.25484 1.23853 2.95766 0.26
H -2.09304 0.70573 1.88566 0.22
H -0.72534 -2.69817 -1.30164 0.27
H -2.76484 -3.92817 -1.79824 0.27
H -4.89734 -3.27497 -0.76314 0.27
H -6.17744 -1.85317 0.73306 0.26
```

Output
ΔE to the lowest compared entry with this formula, charge and spin: 41.89 kJ/mol
Kohn-Sham gap (spin up / spin down): 0.17492 / 0.17486 hartree
HOMO (spin up / spin down): -0.698 / -0.698 Ha
lowest unoccupied orbital energy (spin up / spin down): -14.23 / -14.23 eV
spin multiplicity: 1
net charge: +4
largest force on an atom: 3.31 eV/Å

---

[2]
The following is a quantum chemistry calculation of a structure of composition C30H33AgN2O5S2, from the Open Molecules 2025 dataset.

```
73
Properties=species:S:1:pos:R:3:lowdin_charge:R:1
Ag -0.25141 -0.01927 -0.20552 0.66
C 2.21500 4.16916 -0.08212 -0.05
C 1.85506 2.70129 -0.09765 -0.29
N 0.64727 2.28843 -0.05096 0.00
N -0.34487 3.25662 0.12236 -0.10
C -1.47621 2.94058 -0.40955 -1.18
S -1.91757 1.66697 -1.47537 0.42
S -2.86611 4.02254 -0.00982 0.80
C -2.44869 4.50638 1.68938 -0.46
C -2.81975 3.41850 2.66247 -0.30
C -4.09112 3.36928 3.23102 -0.07
C -4.46008 2.32263 4.06454 -0.12
C -3.55760 1.29981 4.33446 -0.12
C -2.28803 1.34110 3.77344 -0.08
C -1.91877 2.39550 2.95016 -0.03
C 2.96362 1.71174 -0.14313 -0.14
C 4.15957 2.04743 0.49909 -0.09
C 5.26893 1.21971 0.52952 -0.15
C 5.18069 -0.00943 -0.14243 -0.16
C 4.03904 -0.37370 -0.81044 -0.05
C 2.85540 0.45139 -0.86258 -0.44
O 1.82958 0.06691 -1.48424 -0.13
H 1.36787 4.77367 -0.39132 0.06
H 3.06914 4.34729 -0.73685 0.07
H 2.50203 4.48833 0.92442 0.07
H -2.99515 5.42688 1.90192 0.06
H -1.37812 4.70475 1.70808 0.06
H -4.80619 4.15177 2.99587 0.10
H -5.45688 2.29584 4.49015 0.09
H -3.84512 0.47033 4.96960 0.09
H -1.57900 0.54385 3.94660 0.10
H -0.94039 2.40078 2.48643 0.11
H 4.21000 2.99786 1.02280 0.09
H 6.16206 1.50472 1.07122 0.07
H 6.02739 -0.69089 -0.12836 0.08
H 3.96566 -1.32971 -1.31559 0.10
C 3.23838 -1.66328 2.83965 -0.02
C 1.73996 -1.50918 2.60326 -0.54
C 0.95802 -1.72046 3.89214 -0.03
O 1.44919 -0.16643 2.22301 -0.05
C 1.24988 -2.57461 1.57802 -0.65
O 1.52976 -3.75608 1.87363 -0.05
O 0.60545 -2.18041 0.57830 -0.09
H 3.54582 -1.02884 3.67678 0.08
H 3.79059 -1.34756 1.94919 0.07
H 3.48546 -2.70361 3.04311 0.08
H 1.32321 -1.03846 4.66624 0.08
H 1.07778 -2.75014 4.22993 0.08
H -0.10156 -1.51699 3.71813 0.07
H 1.90155 0.04534 1.39387 0.05
C -7.49645 -4.15722 -0.25206 -0.07
C -6.13956 -3.57631 0.04809 -0.28
C -5.00448 -4.37265 0.03126 -0.03
C -3.74931 -3.84087 0.31618 -0.20
C -2.53886 -4.74761 0.26966 -0.04
C -3.64428 -2.47975 0.62110 -0.08
C -2.28371 -1.95366 0.96068 -0.17
O -2.05668 -0.77754 1.15172 -0.04
C -4.77593 -1.64376 0.62869 -0.17
C -4.71925 -0.16319 0.90808 -0.03
C -6.00781 -2.22577 0.34307 -0.02
H -7.42741 -5.21969 -0.48751 0.07
H -7.96541 -3.65319 -1.09988 0.07
H -8.16768 -4.04351 0.60218 0.07
H -5.08936 -5.42690 -0.21402 0.10
H -2.82314 -5.71814 -0.13874 0.07
H -2.10704 -4.90966 1.25866 0.09
H -1.74011 -4.33732 -0.34729 0.09
H -1.44897 -2.67012 1.02348 0.10
H -4.31488 0.04537 1.90014 0.07
H -5.72279 0.26073 0.83652 0.07
H -4.05638 0.35820 0.21356 0.05
H -6.88855 -1.59027 0.34233 0.11
```

Output
ΔE to the lowest compared entry with this formula, charge and spin: 0.00 kJ/mol
Kohn-Sham gap: 0.19711 hartree
HOMO: -0.049 Ha
lowest unoccupied orbital energy: 4.02 eV
spin multiplicity: 1
net charge: -2
largest force on an atom: 0.64 eV/Å

---

[3]
The following is a quantum chemistry calculation of a structure of composition C30H33AlBr2F7N5NaO4P2S3 at a distorted geometry, from the Open Molecules 2025 dataset.

```
88
Properties=species:S:1:pos:R:3:lowdin_charge:R:1
N -4.60719 -2.77726 5.03093 0.02
C -4.60697 -1.47022 4.21796 -0.29
O -5.39276 -0.46376 4.64820 0.00
C -3.68059 -1.45167 2.86495 -0.14
C -3.18415 0.09094 2.57942 -0.15
N -1.67952 0.11285 2.40554 -0.13
C -1.07910 1.24947 3.20224 -0.14
C -0.56099 0.90850 4.75463 -0.28
P -0.69369 -0.83303 5.56894 0.28
S 0.94281 -1.78938 5.12578 0.09
C 0.08859 2.09887 5.73363 -0.05
C 0.24348 3.68424 5.23493 -0.02
C -0.27529 4.00962 3.69122 -0.02
C -0.91823 2.80854 2.72187 -0.33
S -1.54325 3.25684 0.97251 0.85
C -1.33949 1.60736 0.03964 -0.34
C -1.09316 1.63848 -1.61201 -0.45
S -1.00622 3.23586 -2.58863 0.69
C -0.94944 0.18570 -2.38147 -0.09
C -0.75604 0.15446 -4.00917 -0.14
C 0.66013 -0.19530 -4.80171 0.01
C 0.59475 -0.21403 -6.43866 -0.10
N -0.59348 0.04019 -7.32200 -0.03
C -1.85312 0.39402 -6.58384 -0.11
C -2.08395 0.48689 -4.96451 0.00
C -0.99329 -1.27118 -1.56114 -0.01
C -0.84147 -2.68450 -2.37839 -0.18
C 0.51987 -3.53835 -2.04123 -0.20
C 1.87511 -2.91271 -2.79209 -0.20
C 3.07219 -4.01051 -2.52820 -0.17
N 4.38456 -3.44811 -3.02874 -0.18
C 5.60621 -3.90502 -2.25620 0.06
C 6.84329 -3.12046 -3.03004 -0.17
C 6.12368 -2.21156 -4.23573 -0.12
C 4.48607 -2.49411 -4.20196 -0.04
C -1.23775 -1.20916 0.09226 -0.02
O -1.29928 -2.53749 0.78795 -0.14
N -0.11268 -2.71695 1.41087 -0.01
O -0.22029 -3.59668 2.28519 -0.04
C -1.41847 0.22723 0.92044 -0.09
H -4.99840 -3.51410 4.40032 0.07
H -5.18328 -2.65129 5.89721 0.11
H -4.25622 -1.80691 1.88129 -0.19
H -2.80262 -2.21589 3.02561 0.10
H -3.42441 0.81726 3.49386 0.16
H -3.65800 0.49490 1.56492 0.13
H -1.90915 -1.54515 5.15190 -0.07
H -0.82453 -0.71180 7.02765 -0.01
H 0.42993 1.83475 6.84521 0.09
H 0.67894 4.50233 5.97169 0.10
H -0.20115 5.13919 3.31265 0.12
H 0.30545 3.34964 -3.14179 -0.10
H 1.62754 -0.41403 -4.15827 0.09
H 1.62036 -0.47153 -6.99410 0.11
H -2.81610 0.61168 -7.25616 0.10
H -3.14115 0.77461 -4.54635 0.09
H -1.76508 -3.37021 -2.05991 0.12
H -0.90701 -2.59267 -3.54682 0.12
H 0.37046 -4.60757 -2.55093 0.13
H 0.69771 -3.73030 -0.89659 0.10
H 1.69468 -2.66008 -3.92402 0.08
H 2.08669 -1.89505 -2.24083 0.12
H 3.16302 -4.13387 -1.34814 0.15
H 2.82489 -5.04422 -3.04695 0.15
H 5.66723 -4.63917 -1.33616 0.07
H 7.98646 -3.18062 -2.78170 -0.04
H 6.61600 -1.47811 -5.00538 0.06
H 3.62954 -2.07601 -4.88664 0.09
F -2.63252 5.29043 4.82037 -0.16
P -4.00481 4.55906 4.72118 -0.03
F -4.57396 5.84065 4.04179 -0.15
F -3.57617 4.06838 3.30553 -0.18
F -4.60269 3.12806 4.56656 -0.16
F -5.27946 4.94114 5.53228 -0.15
F -3.36496 4.08443 6.06051 -0.15
Al -5.30911 -1.94546 0.21942 0.64
C 3.42788 4.87164 -1.43616 -0.27
C 2.24430 4.12959 -2.08196 -0.51
O 2.43547 4.16369 -3.39076 -0.22
H 3.48050 5.91905 -1.75876 -0.10
H 3.31541 4.87106 -0.34570 0.10
H 4.38742 4.39156 -1.66598 0.06
H 1.34335 4.61144 -1.67099 0.08
H 2.21177 3.14891 -1.58219 0.14
Br 4.12593 6.05266 -3.44447 0.61
Na -2.70642 -4.49254 5.14846 0.58
Br 8.86428 -3.54212 -4.80299 -0.06
F 5.28110 -6.21606 -0.62109 -0.75
```

Output
ΔE to the lowest compared entry with this formula, charge and spin: 2957.78 kJ/mol
Kohn-Sham gap: 0.04063 hartree
HOMO: -0.118 Ha
lowest unoccupied orbital energy: -2.10 eV
spin multiplicity: 1
net charge: -1
largest force on an atom: 8.94 eV/Å